(1)
6
Properties=species:S:1:pos:R:3 method="wB97M-V/def2-TZVPD" charge=-1 de_lowest_ev=0.354 orbital_gap_ev=6.625 homo_energy_ha=-0.1127 total_energy_ha=-1196.39199
S -1.714 0.855 -1.386
H -0.671 1.482 -0.975
S 1.667 0.051 0.957
S -1.230 -0.908 -0.438
H 1.753 -1.271 1.439
H 0.194 -0.208 0.403


(2)
34
Properties=species:S:1:pos:R:3 method="wB97M-V/def2-TZVPD" de_lowest_ev=0.000 orbital_gap_ev=8.165 homo_energy_ha=-0.3145 total_energy_ha=-2021.54303 smiles="CC[P@](=O)(OC)c1ccc2oc(-c3ccc(Cl)s3)nc2c1"
O -3.574 1.079 0.251
Cl 8.377 0.923 2.162
N 1.815 1.468 0.797
O 2.762 -0.529 0.158
O -3.534 -0.126 -2.021
S 5.619 0.033 0.991
C 2.912 0.717 0.708
C 6.667 1.121 1.928
C 5.966 2.181 2.423
C 4.579 2.171 2.010
C 4.228 1.074 1.262
C 0.719 -1.550 -0.686
C -0.658 -1.443 -0.837
C -0.532 0.811 0.155
C 0.860 0.625 0.280
C 1.461 -0.565 -0.117
C -1.295 -0.271 -0.380
C -3.304 1.145 -2.669
C -4.369 -2.644 -0.624
C -3.833 -1.561 0.413
P -3.110 -0.155 -0.439
H 6.424 2.979 2.984
H 3.841 2.946 2.271
H 1.220 -2.448 -1.012
H -1.234 -2.213 -1.320
H -1.006 1.733 0.487
H -3.511 0.932 -3.736
H -3.966 1.947 -2.336
H -2.277 1.521 -2.524
H -4.736 -3.490 -0.064
H -5.185 -2.226 -1.218
H -3.588 -2.983 -1.329
H -4.680 -1.211 0.978
H -3.059 -1.992 1.052


(3)
18
Properties=species:S:1:pos:R:3 method="wB97M-V/def2-TZVPD" de_lowest_ev=1.644 orbital_gap_ev=9.436 homo_energy_ha=-0.3164 total_energy_ha=-687.14893 smiles=OCNCCCS
C 0.238 -0.925 1.141
N -0.793 -0.443 0.242
C -2.069 -1.074 0.276
O -3.110 -0.104 0.400
C 1.569 -0.159 0.981
C 2.080 0.005 -0.452
S 1.279 1.388 -1.376
H 0.342 -1.999 0.972
H -0.083 -0.898 2.206
H -0.950 0.548 0.407
H -2.460 -1.686 -0.543
H -2.076 -1.873 1.063
H -3.181 0.269 1.289
H 1.609 0.844 1.423
H 2.238 -0.748 1.621
H 3.146 0.191 -0.473
H 1.811 -0.851 -1.064
H 0.232 0.723 -1.880